Molecular formula: C4H2O5Tl
Method: DFT, ωB97M-V/def2-TZVPD

Total charge: -1
Lowest unoccupied orbital energy (eV): 2.65

Structure (XYZ):
```
12
C4H2O5Tl ωB97M-V/def2-TZVPD
O -1.600 0.276 -0.342
C -1.338 -0.810 -0.941
O -1.812 -1.183 -2.019
O 2.128 2.234 -1.032
C 2.165 2.090 0.120
C 2.121 1.548 1.337
C -0.625 -1.908 0.015
O -0.494 -3.066 -0.400
O -0.501 -1.522 1.217
Tl -0.564 0.639 1.552
H 1.988 2.231 2.179
H 2.581 0.570 1.493
```


Molecular formula: C4H2S
Method: DFT, ωB97M-V/def2-TZVPD

Lowest unoccupied orbital energy (spin up / spin down) (eV): -1.84 / -1.84
Energy relative to the best compared isomer or geometry (same formula, charge and spin) (kcal per mole): 94.4

Structure (XYZ):
```
7
C4H2S ωB97M-V/def2-TZVPD
C 0.012 2.047 -1.241
C 0.259 0.953 -0.837
C 0.073 -0.686 0.422
C 0.117 -1.944 0.819
S 0.115 -3.279 1.605
H 0.175 2.976 -1.629
H -0.750 -0.066 0.859
```


Molecular formula: C4H30BO23
Method: DFT, ωB97M-V/def2-TZVPD

Total charge: -1
Lowest unoccupied orbital energy (eV): 1.77
Energy relative to the best compared isomer or geometry (same formula, charge and spin) (kcal per mole): 72.0

Structure (XYZ):
```
58
C4H30BO23 ωB97M-V/def2-TZVPD
O -1.237 -0.488 -2.524
C -1.073 0.420 -1.712
O -0.314 0.309 -0.753
B -0.608 1.414 0.117
O -1.688 2.190 -0.506
C -1.778 1.695 -1.614
O -2.259 2.250 -2.541
O 0.500 2.300 0.574
C 0.688 2.078 1.793
O 1.677 2.562 2.347
C -0.270 1.179 2.300
O -1.018 0.796 1.385
O -0.413 0.780 3.414
O 0.026 0.266 -5.179
H -0.746 0.202 -4.628
H 0.694 -0.462 -4.935
O 2.231 -1.621 -1.734
H 1.887 -0.743 -1.528
H 1.773 -1.946 -2.516
O 3.911 2.515 3.494
H 3.040 2.582 3.055
H 4.072 3.034 4.280
O -3.490 0.121 -4.238
H -3.346 -0.677 -3.739
H -3.502 0.812 -3.558
O -3.783 -2.376 -2.718
H -4.134 -1.609 -2.266
H -2.917 -2.450 -2.302
O 0.730 -2.192 -3.893
H -0.252 -2.165 -4.088
H 1.155 -2.796 -4.503
O -2.012 -1.990 1.013
H -1.819 -1.075 1.228
H -2.960 -1.997 0.837
O 3.120 1.004 -0.184
H 4.015 1.391 -0.024
H 2.595 1.462 -0.847
O -1.306 -2.956 -1.370
H -0.465 -2.587 -1.453
H -1.565 -2.529 -0.530
O 1.116 -2.873 0.167
H 0.866 -2.032 0.560
H 1.542 -2.626 -0.657
O 1.141 1.773 -2.898
H 1.104 2.686 -3.186
H 1.052 1.284 -3.719
O 1.983 -0.614 1.578
H 2.325 -0.009 0.927
H 2.170 -0.329 2.489
O 1.495 1.202 6.001
H 1.503 0.270 5.731
H 1.800 1.543 5.196
O -1.093 -1.750 3.788
H -0.845 -0.861 3.458
H -1.625 -2.196 3.112
O -1.188 1.902 6.234
H -0.523 2.109 5.583
H -1.981 1.819 5.680
```


Molecular formula: C4H30N2O11
Method: DFT, ωB97M-V/def2-TZVPD

Lowest unoccupied orbital energy (eV): 0.23
Energy relative to the best compared isomer or geometry (same formula, charge and spin) (kcal per mole): 43.1
SMILES string: CCNC(=O)CN.O.O.O.O.O.O.O.O.O.O

Structure (XYZ):
```
47
C4H30N2O11 ωB97M-V/def2-TZVPD
C -2.066 -0.796 2.592
C -0.782 -0.407 1.886
N -0.997 -0.106 0.481
C -0.026 0.164 -0.437
O -0.492 0.223 -1.589
C 1.431 0.271 -0.073
N 2.207 -0.570 -1.021
H -2.677 0.096 2.821
H -2.670 -1.531 2.069
H -1.757 -1.071 3.620
H 0.038 -1.139 2.006
H -0.606 0.531 2.473
H -2.007 -0.216 0.153
H 1.476 1.344 -0.410
H 1.838 0.239 0.910
H 3.201 -0.597 -0.861
H 1.902 -0.434 -1.967
O 0.078 2.079 -3.329
H -0.299 2.197 -4.209
H -0.342 1.284 -2.862
O -1.997 -2.680 -1.521
H -1.291 -2.030 -1.398
H -1.828 -3.080 -2.376
O -0.422 -4.328 0.011
H -1.212 -3.782 -0.069
H 0.381 -3.886 0.262
O 0.800 -3.226 2.233
H 0.454 -4.034 2.598
H 1.552 -3.260 1.623
O -1.238 4.014 -2.018
H -0.604 3.406 -2.481
H -2.081 3.631 -2.328
O 2.688 1.970 3.423
H 1.869 2.388 2.991
H 2.656 1.049 3.165
O -0.756 3.467 0.584
H -1.543 3.792 1.035
H -0.693 3.948 -0.262
O 1.761 2.714 1.168
H 2.388 3.338 0.765
H 0.881 3.037 0.892
O -2.446 0.579 -3.472
H -2.102 0.391 -2.584
H -2.723 -0.249 -3.897
O 2.513 -3.090 0.045
H 3.428 -3.266 -0.155
H 2.116 -2.378 -0.490
```


Molecular formula: C4H30N2O11S
Method: DFT, ωB97M-V/def2-TZVPD

Lowest unoccupied orbital energy (eV): 0.03
Energy relative to the best compared isomer or geometry (same formula, charge and spin) (kcal per mole): 41.0
SMILES string: CN[C@@H](CS)C(N)=O.O.O.O.O.O.O.O.O.O.O

Structure (XYZ):
```
48
C4H30N2O11S ωB97M-V/def2-TZVPD
C -0.119 0.235 -0.372
N 1.258 0.596 -0.751
C 2.094 1.259 0.323
C 1.616 2.602 0.769
S 2.161 4.019 -0.230
C 1.850 0.254 1.489
N 2.549 -0.910 1.420
O 1.158 0.474 2.473
H -0.488 -0.469 -1.110
H -0.664 1.172 -0.529
H -0.323 -0.118 0.628
H 1.360 1.117 -1.614
H 3.104 1.033 -0.024
H 0.522 2.648 0.809
H 1.976 2.716 1.794
H 1.026 4.728 0.007
H 2.276 -1.487 2.204
H 2.971 -1.276 0.582
O -1.419 -2.729 0.142
H -1.522 -2.117 -0.600
H -0.448 -2.776 0.129
O -2.802 -0.361 1.391
H -2.159 0.138 1.928
H -2.353 -1.202 1.209
O -1.936 1.492 3.223
H -2.295 2.380 3.269
H -0.992 1.557 3.023
O 3.103 -3.494 2.468
H 2.481 -3.861 3.101
H 2.880 -3.718 1.562
O -1.973 -0.588 -3.750
H -2.286 -1.025 -4.544
H -2.001 -1.227 -3.021
O 3.154 -1.379 -1.531
H 2.409 -0.752 -1.435
H 3.702 -1.382 -2.314
O -2.924 -2.668 -2.320
H -3.879 -2.629 -2.439
H -2.788 -3.125 -1.476
O -4.811 1.273 -2.157
H -4.542 2.192 -2.031
H -3.902 0.960 -2.071
O -3.447 1.891 -0.068
H -3.825 2.310 0.706
H -3.577 0.937 0.011
O 1.391 -3.578 -0.978
H 1.860 -4.371 -0.738
H 1.692 -2.973 -1.661
```


Molecular formula: C4H30NO10
Method: DFT, ωB97M-V/def2-TZVPD

Total charge: +1
Lowest unoccupied orbital energy (eV): -2.40
Energy relative to the best compared isomer or geometry (same formula, charge and spin) (kcal per mole): 61.3

Structure (XYZ):
```
45
C4H30NO10 ωB97M-V/def2-TZVPD
C 1.161 -0.331 3.046
C 0.126 -1.260 2.477
C 0.732 -2.047 1.363
C 0.019 -3.289 0.964
O -1.425 -3.168 0.573
N -1.047 -0.494 1.928
H 0.592 0.419 3.697
H 1.993 0.113 2.538
H 1.627 -0.973 3.704
H -0.163 -1.938 3.266
H 1.011 -1.401 0.481
H 1.647 -2.497 1.627
H 0.470 -3.614 0.066
H 0.081 -4.038 1.701
H -1.763 -4.042 0.368
H -1.329 0.184 2.632
H -0.802 0.152 1.059
H -1.861 -1.153 1.726
H 1.339 -0.105 -3.078
H 1.190 -0.181 -1.500
O 1.784 0.243 -2.208
H 3.023 -0.744 -1.157
H 3.937 -1.580 -0.328
O 3.071 -1.232 -0.371
H -0.896 -0.154 -3.297
H -0.953 -1.432 -4.100
O -0.447 -0.902 -3.465
H -1.712 2.453 -1.269
H -2.110 2.991 0.078
O -2.271 3.145 -0.859
H -1.546 0.718 -1.098
H -1.597 -0.905 -1.173
O -1.610 -0.109 -0.650
H -1.084 2.251 -3.211
H -2.432 1.774 -2.728
O -1.535 1.446 -2.854
H 1.148 1.596 0.747
H 0.544 2.291 -0.573
O 0.278 1.802 0.256
H -0.451 2.400 1.724
H -1.458 3.318 2.387
O -1.092 2.327 2.380
H 1.456 3.428 -2.327
H 1.355 1.849 -2.434
O 0.997 2.687 -2.108
```


Molecular formula: C4H30NO13
Method: DFT, ωB97M-V/def2-TZVPD

Total charge: +1
Lowest unoccupied orbital energy (eV): -2.73
Energy relative to the best compared isomer or geometry (same formula, charge and spin) (kcal per mole): 89.0

Structure (XYZ):
```
48
C4H30NO13 ωB97M-V/def2-TZVPD
C 0.753 -1.001 1.918
O 1.887 -1.613 1.426
C 0.119 -0.685 0.520
C 0.404 0.719 0.036
C 0.600 0.957 -1.411
O -0.421 0.271 -1.991
O 1.374 1.670 -1.974
N -1.432 -0.804 0.591
H -0.003 -1.716 2.314
H 0.900 -0.080 2.432
H 2.610 -1.942 1.930
H 0.535 -1.318 -0.237
H 1.295 1.267 0.671
H -0.534 1.414 0.174
H -0.483 0.171 -2.914
H -1.753 0.066 1.244
H -1.807 -1.654 1.009
H -1.790 -0.868 -0.316
H -2.343 0.935 -1.890
H -3.616 0.148 -2.000
O -3.104 0.576 -1.418
H 0.485 4.085 -0.928
H -0.892 4.938 -0.821
O -0.470 4.053 -0.665
H -1.903 2.182 2.111
H -2.833 1.570 0.964
O -2.304 1.261 1.745
H -2.903 -2.149 -1.448
H -2.696 -2.821 -2.798
O -2.532 -1.991 -2.234
H -0.351 3.521 3.023
H -0.055 3.762 1.400
O -0.567 3.215 2.088
H -1.925 -1.979 3.279
H -3.238 -2.489 2.698
O -2.331 -2.694 2.741
H 2.159 -2.427 -3.744
H 2.771 -2.234 -2.479
O 2.045 -2.217 -2.789
H 2.987 -0.630 3.575
H 2.171 -1.880 4.037
O 3.022 -1.583 3.775
H 4.010 0.350 -0.702
H 4.023 -0.545 0.405
O 4.585 -0.215 -0.226
H 1.587 0.197 -3.726
H 0.846 0.456 -4.939
O 1.116 -0.250 -4.455
```


Molecular formula: C4H30NO14
Method: DFT, ωB97M-V/def2-TZVPD

Total charge: -1
Lowest unoccupied orbital energy (eV): 2.66
Energy relative to the best compared isomer or geometry (same formula, charge and spin) (kcal per mole): 56.2

Structure (XYZ):
```
49
C4H30NO14 ωB97M-V/def2-TZVPD
O -0.963 1.020 1.659
C -0.530 -0.184 1.369
O -1.507 -1.190 1.624
C -0.042 -0.367 -0.141
C -1.196 0.197 -1.007
C -0.898 0.040 -2.518
O -0.335 1.213 -3.096
N 1.206 0.270 -0.367
H -1.617 -1.375 2.557
H 0.032 -1.496 -0.275
H -2.138 -0.214 -0.811
H -1.191 1.305 -0.913
H -1.781 -0.098 -3.173
H -0.455 -0.989 -2.787
H 0.352 1.578 -2.506
H 1.272 1.257 -0.543
H 0.485 3.393 -1.734
H 1.943 3.604 -2.198
O 1.341 2.952 -1.834
H 3.917 -1.263 0.244
H 1.872 0.072 0.350
O 3.544 -2.134 0.434
H 2.181 2.600 0.761
H 2.413 1.971 2.041
O 2.923 2.428 1.364
H -3.733 0.318 1.457
H -2.703 1.367 1.537
O -3.682 1.274 1.558
H 1.964 -3.350 1.204
H 1.043 -2.346 1.695
O 1.132 -3.326 1.697
H -1.463 3.270 0.172
H -2.894 2.801 -0.004
O -2.268 3.454 -0.370
H 0.311 -3.630 0.204
H -0.485 -4.416 -0.893
O 0.263 -3.817 -0.794
H -0.081 2.566 1.738
H -0.574 4.108 1.765
O 0.089 3.494 1.454
H 2.039 -1.522 -1.824
H 1.609 -2.988 -1.651
O 2.359 -2.429 -1.927
H 3.265 -2.455 -0.456
H 0.826 -0.155 2.971
O 0.634 -0.595 2.143
H -2.563 -2.366 -0.725
H -2.690 -1.684 0.612
O -3.228 -2.164 -0.062
```


We obtain max |F| values of 2.49; 6.25; 7.16; 4.20; 3.50; 5.70; 16.77; 3.61 eV Å⁻¹ for the records listed above, in that order.
We obtain total energy values of -19112.390; -15008.048; -52411.503; -30137.572; -40972.650; -26593.602; -32733.807; -34793.201 eV for the records listed above, in that order.